ORCA calculation (ωB97M-V/def2-TZVPD) on 2 unconnected molecules or ions with the total composition C5H14NO in a non-equilibrium geometry.

Geometry as XYZ:
```
21
Properties=species:S:1:pos:R:3:forces:R:3
C -0.739 1.673 0.336 1.111 -0.874 -0.770
C -2.738 -0.826 -0.090 1.291 -0.451 -1.380
C 2.073 0.488 0.497 0.929 -2.322 -2.078
C 0.991 -1.683 -0.214 0.964 -1.387 2.584
C -0.341 0.351 -0.273 -0.244 -0.573 -0.237
N 0.824 -0.416 0.474 -0.373 2.983 -2.121
O 0.142 0.355 -1.534 -0.352 0.481 -0.768
H -0.096 1.672 1.209 -0.269 1.252 0.410
H -1.763 1.727 0.600 -0.826 -0.112 0.464
H -0.578 2.469 -0.411 0.429 -0.010 0.661
H -2.568 -1.772 0.549 -0.505 1.859 -1.216
H -2.865 -0.910 -1.250 0.266 -0.120 2.514
H -3.094 0.130 0.330 0.105 -1.000 0.003
H 1.744 1.458 0.584 -0.527 2.160 0.655
H 2.720 0.160 1.282 0.197 -0.064 0.689
H 2.697 0.465 -0.460 -1.351 -0.488 1.092
H 0.686 -2.509 0.410 -0.495 -0.093 0.334
H 0.435 -1.666 -1.068 -0.970 -0.210 -2.334
H 2.025 -1.845 -0.329 1.214 -0.144 -0.784
H 0.496 -0.488 1.390 -0.448 -0.577 1.968
H -0.050 1.169 -2.033 -0.146 -0.311 0.315
```
Positions in Å, forces in eV/Å.

Computed properties:
Kohn-Sham gap (spin up / spin down) ... 0.3439 / 0.3140 Ha
Energy above the lowest of the compared OMol25 structures with the same formula, charge and spin ... 5.623 eV
HOMO level (spin up / spin down) ... -12.68 / -12.49 eV
Charge ... +1

Results of the natural (NBO) charge analysis, in e, for atoms 1 through 8: -0.710, -0.517, -0.419, -0.409, 0.504, -0.393, -0.725, 0.221